(1)
Computed, not measured: a 2-piece molecular cluster, C2H5O2S2 overall, with ωB97M-V/def2-TZVPD.

Last column: Mulliken charge in e.
Positions of all 11 atoms, in Å:
O 0.1468 -1.0621 0.9950  -0.736
C 1.1630 -1.1975 0.2482  0.699
O 2.1643 -1.8902 0.4133  -0.705
C 1.2353 -0.2509 -0.9638  -0.895
H 2.0185 -0.6015 -1.5948  0.321
H 0.2823 -0.2089 -1.5021  0.252
H 1.5271 0.7706 -0.6691  0.175
S -2.2955 0.5204 -0.0994  -0.320
S -1.9704 2.1455 1.1127  -0.200
H -1.1527 -0.2413 0.2284  0.295
H -3.1187 2.0160 1.8315  0.114

Atomic forces in eV per Å
O -0.37 -0.25 -0.29
C 0.01 1.39 -0.02
O 0.33 -0.89 0.44
C -0.48 0.36 0.05
H 0.50 -0.32 -0.72
H 0.18 0.13 0.01
H -0.34 -0.29 0.17
S 0.04 -0.30 -0.52
S -0.47 0.10 0.33
H 0.08 0.00 0.65
H 0.52 0.07 -0.09

Results
**E_LUMO**: 3.09 eV
**HOMO level**: -0.16670 Ha
**Charge**: -1
**Orbital gap**: 0.2803 Ha
**Spin multiplicity**: 1



(2)
Computed, not measured: a 2-piece molecular cluster, C2H5O2Si overall, with ωB97M-V/def2-TZVPD.

Last column: Mulliken charge in e.
Positions of all 10 atoms, in Å:
C -2.6448 0.4619 0.7003  0.401
C 0.0375 -0.8905 -0.0074  -0.970
O -2.6799 -0.0382 -0.4649  -0.533
O -3.3740 0.5136 1.6806  -0.614
Si -0.8340 0.8154 0.3195  0.217
H 0.1681 -1.1077 -1.0747  0.292
H 1.1097 -1.0751 0.5193  0.235
H -0.5941 -1.7183 0.2668  0.306
H -0.6277 1.5615 -0.8011  -0.156
H 0.8398 2.1662 1.0556  -0.178

Atomic forces in eV per Å
C 0.32 -0.01 1.08
C 2.42 -0.19 1.05
O -0.61 0.06 0.28
O -0.26 -0.07 -0.80
Si 2.44 -0.93 1.33
H 0.19 0.62 -0.02
H -2.49 0.61 -1.16
H -0.42 -0.22 0.66
H -0.05 1.50 -2.28
H -1.54 -1.38 -0.15

Results
**E_LUMO**: 4.23 eV
**HOMO level**: -0.13957 Ha
**Charge**: -1
**Orbital gap**: 0.2949 Ha
**Spin multiplicity**: 1



(3)
Computed, not measured: C2H5O3P as an isolated structure, with ωB97M-V/def2-TZVPD.

Last column: Mulliken charge in e.
Positions of all 11 atoms, in Å:
C 0.3492 1.7505 0.1916  -0.101
C 0.3079 -1.6185 -0.2018  -0.789
O -2.2525 -0.6785 -0.1951  -0.572
O 0.1102 1.3334 -1.0977  -0.584
O -0.3228 0.7505 1.0289  -0.369
P -0.8442 -0.2538 -0.1275  0.945
H 1.3159 1.7146 0.6355  0.271
H -0.2101 2.6198 0.3028  0.269
H 0.4375 -1.7821 0.8527  0.308
H -0.1311 -2.4315 -0.6966  0.317
H 1.2398 -1.4045 -0.6928  0.304

Atomic forces in eV per Å
C -1.26 -1.33 0.05
C 0.01 1.21 -0.08
O 1.27 0.82 -0.21
O -1.04 -3.47 0.75
O -1.07 -1.14 -0.42
P 1.14 2.61 -0.58
H 1.34 0.50 -0.49
H -0.35 2.08 0.86
H 0.34 -0.51 0.51
H -0.78 -1.22 -0.44
H 0.40 0.46 0.05

Results
**E_LUMO**: 0.19 eV
**HOMO level**: -0.38121 Ha
**Charge**: 0
**Orbital gap**: 0.3883 Ha
**Spin multiplicity**: 1



(4)
Computed, not measured: a 2-piece molecular cluster, C2H5O4PS overall, with ωB97M-V/def2-TZVPD.

Last column: Mulliken charge in e.
Positions of all 13 atoms, in Å:
C -0.8961 -0.0207 -0.3827  -0.830
C -2.0276 0.5607 0.4891  0.235
O 4.5921 1.3723 1.1864  -0.779
O 3.4929 1.2480 -1.0798  -0.495
O 5.5840 -0.2261 -0.5527  -0.761
O -3.1232 0.0660 0.6898  -0.523
P 4.3280 0.3747 0.0718  0.703
S 2.8405 -1.0176 0.5082  -0.870
H -1.0331 -1.0162 -0.6768  0.306
H -0.1074 -0.1367 0.3052  0.221
H -0.5492 0.5909 -1.1567  0.293
H -1.7715 1.6433 0.5733  0.245
H 3.2982 2.0610 -0.5871  0.255

Atomic forces in eV per Å
C -1.84 -0.43 2.62
C 0.11 -0.08 -3.66
O -0.41 0.08 -0.12
O 0.13 0.93 -0.31
O -1.12 0.29 0.04
O 1.11 0.51 0.72
P 1.09 -0.78 0.32
S 0.06 -0.22 0.26
H -0.72 -1.40 -0.78
H 1.86 0.18 0.88
H 0.28 1.22 -1.02
H -0.61 -0.04 1.24
H 0.06 -0.26 -0.20

Results
**E_LUMO**: 5.20 eV
**HOMO level**: 0.03137 Ha
**Charge**: -2
**Orbital gap**: 0.1598 Ha
**Spin multiplicity**: 1



(5)
Computed, not measured: a 2-piece molecular cluster, C2H5OP overall, with ωB97M-V/def2-TZVPD.

Last column: Mulliken charge in e.
Positions of all 9 atoms, in Å:
C -1.9110 0.4298 -0.0933  -0.880
C 2.1750 -0.5885 -0.2850  -0.694
O 0.2745 -0.5317 1.5997  -0.489
P 0.4503 -0.3472 0.1587  0.540
H -2.2967 0.5980 0.9113  0.276
H -1.5200 1.1950 -0.7221  0.378
H 2.8422 -0.1859 0.4072  0.272
H 2.4142 -0.2766 -1.3212  0.257
H -2.4285 -0.2928 -0.6552  0.340

Atomic forces in eV per Å
C 1.41 -0.24 -0.17
C -3.49 0.41 -2.74
O -0.51 -0.26 1.17
P 1.82 0.16 0.36
H 0.73 0.06 -0.15
H -0.17 0.92 0.05
H 0.84 0.53 1.56
H -0.15 -0.54 0.47
H -0.48 -1.04 -0.54

Results
**E_LUMO (alpha / beta)**: -1.21 / -1.92 eV
**HOMO level (alpha / beta)**: -0.32402 / -0.30771 Ha
**Charge**: 0
**Orbital gap (alpha / beta)**: 0.2794 / 0.2373 Ha
**Spin multiplicity**: 1



(6)
Computed, not measured: one molecule with the formula C2H5OP, with ωB97M-V/def2-TZVPD.

Last column: Mulliken charge in e.
Positions of all 9 atoms, in Å:
C -0.7255 0.0593 0.0455  -0.403
C 0.6197 0.4256 0.6139  -1.254
O -0.2495 -1.2363 -2.2987  -0.414
P -0.2495 -1.5395 -0.8783  0.340
H -1.4905 -0.1414 0.8484  0.331
H -0.9161 0.8215 -0.6443  0.319
H 0.9570 -0.4081 1.3347  0.330
H 1.3887 0.5457 -0.0533  0.462
H 0.6657 1.4732 1.0320  0.291

Atomic forces in eV per Å
C 0.39 -1.97 0.60
C -0.25 -0.22 3.68
O 0.06 0.28 -1.66
P -0.55 0.43 1.91
H 0.67 0.49 -0.92
H -1.33 0.92 -1.15
H -0.26 1.68 -0.55
H 1.76 -0.35 -2.40
H -0.50 -1.26 0.49

Results
**SMILES string**: CCP=O
**E_LUMO**: -0.40 eV
**HOMO level**: -0.33589 Ha
**Charge**: 0
**Orbital gap**: 0.3212 Ha
**Spin multiplicity**: 1



(7)
Computed, not measured: one molecule with the formula C2H5OP, with ωB97M-V/def2-TZVPD.

Last column: Mulliken charge in e.
Positions of all 9 atoms, in Å:
C -0.4053 -0.6041 0.6809  -0.453
C -0.8921 -0.2261 -0.5051  -0.024
O -0.3851 0.9505 -1.0011  -0.492
P 0.9932 0.5875 1.1071  -0.123
H -0.6767 -1.5059 1.1909  0.390
H 1.8943 0.7964 -0.1382  0.030
H -1.6324 -0.7167 -1.1261  0.317
H -0.6596 1.1450 -1.9044  0.336
H 1.7637 -0.4265 1.6960  0.019

Atomic forces in eV per Å
C 1.18 1.43 -1.82
C -0.17 -0.06 0.38
O -0.34 0.03 -0.65
P 0.61 -0.10 -0.14
H 0.01 -0.13 0.19
H -1.41 -0.87 1.52
H -0.11 -0.06 0.17
H -0.14 -0.21 0.18
H 0.37 -0.03 0.15

Results
**SMILES string**: O/C=C\P
**E_LUMO**: 0.68 eV
**HOMO level**: -0.30723 Ha
**Charge**: 0
**Orbital gap**: 0.3324 Ha
**Spin multiplicity**: 1



(8)
Computed, not measured: C2H5OPS as an isolated structure, with ωB97M-V/def2-TZVPD.

Last column: Mulliken charge in e.
Positions of all 10 atoms, in Å:
C -0.6773 -1.1016 0.0789  -0.589
C -0.1415 1.4394 0.0507  -0.805
O 1.7933 -0.2074 -0.1904  -0.463
P 0.6400 -0.0980 0.9468  0.205
S -2.1073 0.0883 0.0098  -0.079
H -0.3382 -1.1235 -0.9332  0.315
H -1.1309 -1.9049 0.4946  0.438
H -0.3423 2.2135 0.8053  0.361
H -0.0445 1.6606 -1.0616  0.313
H 2.3487 -0.9664 -0.2011  0.305

Atomic forces in eV per Å
C -1.13 3.67 -0.15
C 1.67 -0.32 1.39
O 0.64 0.37 -0.78
P -1.50 2.43 -1.70
S -0.18 -1.23 -0.03
H 0.24 -0.57 -0.79
H -0.53 -3.09 0.94
H -0.10 0.13 -0.95
H 0.15 -0.38 1.79
H 0.75 -1.00 0.27

Results
**E_LUMO (alpha / beta)**: 0.56 / -2.17 eV
**HOMO level (alpha / beta)**: -0.23885 / -0.32312 Ha
**Charge**: 0
**Orbital gap (alpha / beta)**: 0.2593 / 0.2432 Ha
**Spin multiplicity**: 3



(9)
Computed, not measured: one molecule with the formula C2H5OPS2, with ωB97M-V/def2-TZVPD.

Last column: Mulliken charge in e.
Positions of all 11 atoms, in Å:
C -1.1761 0.2126 -1.2141  -0.508
C -0.0400 -0.2782 -0.7511  -0.257
O 1.7315 -0.8262 1.3549  -0.470
P 0.5626 0.2297 0.9198  0.531
S 1.0123 2.2009 1.1433  -0.361
S -0.9335 -0.6309 2.1920  -0.264
H -1.2783 0.0394 -2.2605  0.263
H -1.8074 0.9299 -0.6377  0.233
H 0.5271 -0.9783 -1.3225  0.339
H 2.6286 -0.6668 1.2701  0.321
H -0.5571 0.0630 3.2584  0.173

Atomic forces in eV per Å
C 0.40 1.06 0.54
C 0.03 0.47 1.88
O -3.34 -0.46 -0.17
P 0.54 0.92 0.71
S -0.57 -2.59 -0.32
S 0.04 0.30 -0.86
H -1.10 -0.14 -0.57
H 0.51 -0.74 -0.72
H 0.60 -0.21 -0.26
H 2.71 1.11 -0.49
H 0.18 0.27 0.27

Results
**SMILES string**: C=C[P@@](O)(=S)S
**E_LUMO**: 0.43 eV
**HOMO level**: -0.32723 Ha
**Charge**: 0
**Orbital gap**: 0.3431 Ha
**Spin multiplicity**: 1



(10)
Computed, not measured: a 2-piece molecular cluster, C2H5OS overall, with ωB97M-V/def2-TZVPD.

Last column: Mulliken charge in e.
Positions of all 9 atoms, in Å:
S 1.3883 1.4003 1.3517  -0.858
H 2.0464 1.8725 2.4243  -0.064
O -1.0348 -1.7386 -2.0607  -0.535
C -0.6036 -1.1676 -1.0838  0.189
C -1.4355 -0.4035 -0.1311  -0.677
H 0.4769 -1.1843 -0.8247  0.321
H -2.3625 -0.8789 0.2032  0.278
H -1.7495 0.4962 -0.6805  0.215
H -0.8469 -0.0114 0.7022  0.133

Atomic forces in eV per Å
S -0.03 -0.02 -0.02
H -0.02 -0.04 -0.03
O 0.14 -0.02 -0.01
C 0.20 -0.58 0.13
C -0.40 1.22 0.29
H -0.10 0.02 -0.28
H 0.26 -0.28 -0.18
H -0.03 -0.06 0.03
H 0.00 -0.24 0.07

Results
**E_LUMO**: 3.94 eV
**HOMO level**: -0.10142 Ha
**Charge**: -1
**Orbital gap**: 0.2460 Ha
**Spin multiplicity**: 1



(11)
Computed, not measured: a 2-piece molecular cluster, C2H5OS overall, with ωB97M-V/def2-TZVPD.

Last column: Mulliken charge in e.
Positions of all 9 atoms, in Å:
S -0.1387 1.1894 -2.1291  -0.846
H -0.7180 2.2244 -2.7610  -0.066
O -1.0383 -0.5944 2.1217  -0.537
C -0.4314 -0.1012 1.1975  0.259
C 0.5921 -0.8022 0.3587  -0.858
H -0.6060 0.9394 0.8627  0.295
H 0.1559 -0.8356 -0.6456  0.163
H 0.7004 -1.8377 0.6868  0.301
H 1.4839 -0.1820 0.3083  0.288

Atomic forces in eV per Å
S -0.04 0.18 -0.06
H 0.02 -0.04 -0.02
O -0.01 -0.01 0.04
C 0.19 0.16 -0.23
C -0.94 -0.39 0.04
H -0.11 -0.05 0.14
H 0.22 0.22 -0.07
H 0.47 0.18 0.24
H 0.20 -0.25 -0.08

Results
**E_LUMO**: 4.08 eV
**HOMO level**: -0.10441 Ha
**Charge**: -1
**Orbital gap**: 0.2543 Ha
**Spin multiplicity**: 1



(12)
Computed, not measured: a 2-piece molecular cluster, C2H5OS overall, with ωB97M-V/def2-TZVPD.

Last column: Mulliken charge in e.
Positions of all 9 atoms, in Å:
S 2.3993 -0.4190 -0.4856  -0.852
H 3.5931 -0.6295 0.0830  -0.017
C -1.2752 -0.5518 -0.3120  -0.718
C -1.0848 0.6291 0.2709  0.134
O 0.0889 1.1467 0.6312  -0.409
H -2.2789 -0.8797 -0.5214  0.235
H -0.4445 -1.1925 -0.5633  0.171
H -1.8984 1.2954 0.5508  0.301
H 0.9005 0.6012 0.3465  0.154

Atomic forces in eV per Å
S 0.14 -0.26 -0.38
H -0.02 0.09 0.18
C -0.29 -0.03 -0.06
C 0.46 -0.11 0.20
O 0.25 0.44 0.10
H -0.18 -0.04 -0.10
H 0.11 -0.06 -0.02
H -0.13 -0.14 -0.10
H -0.34 0.10 0.16

Results
**E_LUMO**: 4.29 eV
**HOMO level**: -0.11552 Ha
**Charge**: -1
**Orbital gap**: 0.2730 Ha
**Spin multiplicity**: 1



Calculated energy relative to the best compared isomer or geometry (same formula, charge and spin), 6.5 41.1 27.5 14.2 89.9 10.8 37.2 24.3 0.0 3.0 1.2 3.7 kcal per mole (same order as the records).
Calculated max |F|, 1.39 2.93 3.70 3.66 4.46 3.69 2.60 3.84 3.37 1.32 1.01 0.52 eV/A (same order as the records).